{"formula": "C19H34F6OP2Sr", "method": "the ωB97M-V functional and the def2-TZVPD basis", "elements": ["P", "P", "C", "C", "H", "H", "H", "H", "C", "H", "H", "H", "C", "H", "H", "H", "C", "H", "H", "H", "C", "H", "H", "H", "Sr", "C", "C", "C", "C", "C", "C", "C", "C", "C", "H", "H", "H", "H", "H", "H", "H", "H", "H", "H", "H", "H", "H", "H", "H", "C", "C", "O", "C", "F", "F", "F", "C", "F", "F", "F", "H", "H", "H"], "xyz": [[0.270911, 1.011640, -2.486744], [1.383382, -0.853364, 1.311586], [0.963475, -0.422813, -1.542611], [0.336324, -0.985428, -0.208804], [1.980404, -0.060724, -1.305765], [1.007671, -1.250360, -2.283148], [-0.765625, -0.851261, -0.020489], [0.254774, -2.088829, -0.286425], [2.084126, -2.530144, 1.414582], [3.107253, -2.292674, 1.770389], [2.139338, -2.980590, 0.408424], [1.544285, -3.172394, 2.129059], [0.145190, -0.775378, 2.739076], [0.095842, -1.747958, 3.238547], [-0.933222, -0.486903, 2.622005], [0.573821, -0.052619, 3.457777], [0.159482, 0.600013, -4.202600], [0.515572, 1.417604, -4.836915], [-0.860675, 0.344344, -4.525735], [0.797700, -0.266618, -4.375162], [-1.374188, 1.605175, -1.947388], [-1.738247, 1.231585, -0.966118], [-2.096804, 1.237830, -2.683101], [-1.526949, 2.705657, -1.912182], [-0.710019, 1.161008, 1.077725], [-2.385685, -2.242068, 1.432795], [-1.312913, -3.023480, 1.186627], [-1.243903, -3.912691, -0.035828], [-1.930078, -3.333620, -1.304449], [-1.938306, -1.851399, -1.481662], [-2.884111, -1.013342, -1.005447], [-4.089650, -1.541443, -0.324739], [-3.733063, -2.496104, 0.851781], [1.237025, 2.516040, -2.245521], [-2.387899, -1.577963, 2.286300], [-0.625420, -3.323379, 1.986291], [-1.738548, -4.889158, 0.157901], [-0.191354, -4.159315, -0.241934], [-1.378199, -3.763363, -2.153456], [-2.936662, -3.766522, -1.371213], [-1.216118, -1.511130, -2.238961], [-3.006832, 0.005291, -1.357488], [-4.721114, -2.100474, -1.045277], [-4.681549, -0.701525, 0.065559], [-4.503074, -2.337984, 1.622274], [-3.841930, -3.527877, 0.487145], [0.648705, 3.238510, -1.656200], [1.550807, 2.997262, -3.187961], [2.104789, 2.249821, -1.615808], [3.383695, 3.591466, 0.539180], [2.335933, 3.261382, 1.574247], [1.265104, 2.476552, 1.182883], [3.133002, 2.513305, 2.707959], [4.131356, 3.267285, 3.257713], [2.365953, 2.040965, 3.722122], [3.776374, 1.413441, 2.165450], [1.767585, 4.654292, 2.049127], [2.736919, 5.455424, 2.585704], [1.270586, 5.336290, 0.972772], [0.756895, 4.556995, 2.937313], [3.804459, 2.654064, 0.165672], [4.189192, 4.167017, 1.009850], [2.934205, 4.180637, -0.266706]], "forces_ev_per_a": [[-0.94, 1.30, 1.97], [0.57, 0.79, 0.22], [-0.18, 0.09, 0.43], [-0.82, -1.53, -0.45], [-0.17, -0.34, -0.21], [0.18, 0.38, 0.34], [1.16, 0.11, -0.73], [0.44, 0.69, -0.58], [0.52, 0.02, 0.45], [-0.45, -0.78, -0.09], [-0.01, 0.08, 0.46], [0.38, 0.08, -0.42], [0.24, -0.16, 0.81], [0.12, 0.12, -0.07], [0.85, -0.49, 0.04], [-0.19, -0.28, -0.23], [-0.13, -0.40, -1.12], [-0.06, -0.04, 0.22], [0.38, 0.04, 0.31], [0.06, -0.10, -0.18], [-0.99, 0.02, -0.52], [0.13, 0.11, -1.00], [-0.15, -0.07, -0.03], [0.72, -0.63, -0.12], [0.05, 2.79, 1.21], [0.44, -1.15, 0.98], [-1.16, -0.92, 0.20], [-0.38, -0.26, 0.31], [0.43, -0.86, -0.16], [-0.59, 0.64, -1.22], [-0.39, -0.35, -1.09], [-0.67, -0.17, 0.79], [-0.93, 0.58, -1.04], [0.97, 0.15, 0.38], [-0.08, -0.24, 0.21], [0.24, 0.94, -0.37], [0.36, 0.33, 0.07], [-0.16, 0.10, -0.01], [-0.25, 0.09, 0.09], [0.13, 0.33, -0.03], [-0.24, 0.17, 0.37], [0.23, -0.53, 0.10], [0.15, 0.28, 0.14], [0.16, -0.23, -0.16], [0.35, -0.18, 0.00], [0.23, 0.22, 0.38], [0.27, -0.44, -0.28], [-0.05, -0.33, 0.28], [-0.18, 0.33, -0.39], [0.36, -0.01, -0.59], [-1.35, -0.42, 0.77], [0.73, 0.47, -0.17], [0.49, -0.47, 0.20], [-0.79, -0.49, -0.18], [0.44, 0.45, -0.70], [-0.71, 0.96, 0.51], [0.04, 0.11, 0.15], [-0.74, -0.41, -0.19], [0.26, -0.47, 0.60], [0.74, 0.01, -0.37], [-0.07, 0.20, -0.14], [-0.13, -0.05, -0.27], [0.19, -0.20, 0.10]], "lowdin_charge": [0.886, 0.866, -0.298, -0.549, 0.082, 0.082, -0.020, 0.040, -0.283, 0.037, 0.047, 0.038, -0.376, 0.042, -0.063, 0.036, -0.202, 0.064, 0.070, 0.054, -0.265, -0.092, 0.044, 0.067, 0.979, -0.149, -0.159, -0.187, -0.183, -0.180, -0.193, -0.204, -0.179, -0.191, 0.062, 0.091, 0.122, 0.094, 0.108, 0.105, 0.080, 0.051, 0.118, 0.098, 0.114, 0.104, 0.058, 0.066, 0.043, -0.016, -0.485, -0.426, -0.489, 0.118, 0.124, 0.071, -0.509, 0.119, 0.106, 0.131, 0.092, 0.100, 0.089], "energy_ev": -58012.8626, "relative_energy_kj_mol": 166.5}